No. 1
C7H9N4O | ωB97M-V with the def2-TZVPD basis set

Structure (XYZ):
```
21
Properties=species:S:1:pos:R:3:nbo_charge:R:1
C 3.14 -0.54 0.29 -0.2180
C 2.74 0.75 0.01 -0.1951
C 2.26 -1.61 0.11 0.0442
C 1.40 1.07 -0.37 0.2302
C 0.59 -0.06 -0.37 0.3375
C -2.78 0.57 0.69 0.3423
C -2.04 -0.85 -0.98 -0.0604
N 0.97 -1.30 -0.23 -0.4282
N -3.12 -0.53 0.07 -0.5205
N -1.11 0.23 -0.76 -0.2880
N -1.61 1.09 0.20 -0.3708
O 1.09 2.40 -0.40 -0.6544
H 4.16 -0.70 0.60 0.2398
H 3.41 1.51 0.05 0.2143
H 2.61 -2.59 0.11 0.2210
H -3.22 0.95 1.54 0.2415
H -1.58 -1.84 -1.10 0.2562
H -2.48 -0.59 -1.90 0.2027
H -3.90 -1.11 0.39 0.4525
H -1.31 2.07 0.32 0.4613
H 1.84 2.86 -0.61 0.4916
```

Output
- Gap between HOMO and LUMO: 9.1 eV
- SMILES: Oc1cccnc1N1CNC=[NH+]1
- Charge: +1
- HOMO energy: -12.344 eV
- Electronic energy: -15403.2595 eV
- Relative energy (zero: lowest compared OMol25 entry of this formula, charge and spin): 20.5 kcal/mol

***

No. 2
C4H4N2 | ωB97M-V with the def2-TZVPD basis set

Structure (XYZ):
```
10
Properties=species:S:1:pos:R:3:nbo_charge:R:1
N -0.46 0.72 -1.26 -0.4373
N 0.92 0.96 0.71 -0.4381
C 0.34 1.43 -0.43 0.2429
C -0.73 -0.51 -0.86 0.0749
C 0.56 -0.27 1.07 0.0692
C -0.31 -1.02 0.35 -0.3026
H 0.64 2.42 -0.75 0.1860
H -1.35 -1.10 -1.48 0.1921
H 0.93 -0.63 1.98 0.1921
H -0.55 -1.99 0.67 0.2208
```

Output
- Gap between HOMO and LUMO: 10.7 eV
- SMILES: c1cncnc1
- Charge: 0
- HOMO energy: -9.909 eV
- Electronic energy: -7192.5602 eV
- Relative energy (zero: lowest compared OMol25 entry of this formula, charge and spin): 3.0 kcal/mol